Entry 1:
The following is a quantum chemistry calculation of a molecular structure, C12H22Br3NO8P at a distorted geometry, from the OMol25 dataset.

Structure (ORCA input):
```
! RIJCOSX wB97M-V def2-TZVPD def2/J DEFGRID3
* xyz -1 1
C 1.77916 1.75576 2.50604
C 2.44839 2.98280 1.91256
O 2.75758 2.86847 0.53775
C 1.63357 2.73985 -0.32169
C 1.68674 1.50672 -1.20162
O 1.43739 0.30023 -0.48595
C 0.27121 -0.40417 -0.89644
C -1.03617 0.36828 -0.62437
C -1.54855 0.31214 0.83244
C -2.88579 -0.45285 0.96704
C -4.11990 0.44799 1.05933
O -4.00668 1.62989 0.25220
C -3.87305 2.78145 0.90134
O -3.67042 3.81042 0.34880
N 0.29985 -1.68294 -0.16949
P 1.27066 -1.80459 1.20927
O 2.57561 -2.56623 0.57776
O 0.50776 -3.11759 1.87535
C 0.31801 -0.72752 -2.45555
O -0.16033 0.17456 -3.17910
O 0.80219 -1.82039 -2.80074
H 2.45757 0.90323 2.48169
H 0.86548 1.48054 1.97787
H 1.49446 1.94922 3.54506
H 1.86503 3.89502 2.10790
H 3.41067 3.13170 2.41126
H 0.68331 2.80731 0.21627
H 1.65976 3.59000 -1.01769
H 0.97952 1.64964 -2.01821
H 2.71003 1.43899 -1.58314
H -0.95926 1.41074 -0.92529
H -1.78503 -0.06307 -1.28931
H -0.83992 -0.18495 1.49414
H -1.67864 1.32112 1.23306
H -2.87425 -1.04163 1.89089
H -3.01085 -1.16918 0.15444
H -4.99180 -0.08821 0.67917
H -4.34043 0.70313 2.09875
H -3.98325 2.73191 1.99466
H -0.63446 -2.02804 0.00189
H 3.26253 -1.88724 0.55483
H 0.18656 -2.77637 2.71749
C 1.77246 -5.24848 -3.87763
Br 0.26096 -6.41255 -3.58619
Br 3.26891 -5.79151 -2.79130
Br 2.24854 -5.17986 -5.74141
H 1.48487 -4.24376 -3.57408
*
```

## Properties
F_max, Eh/bohr: 0.0240
Total energy, a.u.: -9190.60654
Kohn-Sham gap, Ha: 0.256

Entry 2:
The following is a quantum chemistry calculation of a molecular structure, C22H53AlF2NO7, from the OMol25 dataset.

Structure (ORCA input):
```
! RIJCOSX wB97M-V def2-TZVPD def2/J DEFGRID3
* xyz -1 1
O 2.00891 -1.58769 -5.54861
C 1.20302 -0.73224 -5.39502
F -0.11746 -1.10649 -5.15721
N 1.34667 0.60528 -5.25744
Al 3.03835 1.41960 -5.95742
C 0.20592 1.36245 -5.49510
O -0.33381 2.15408 -4.80082
F -0.26346 1.16920 -6.76734
H 3.60365 0.54674 -7.18258
H 4.06014 1.43152 -4.72373
H 2.60070 2.90934 -6.40959
C 5.19034 -2.64066 -1.88381
C 5.63455 -1.18569 -1.88845
O 4.59689 -0.27368 -2.16124
C 3.50440 -0.26661 -1.26930
C 3.85537 0.08241 0.16773
H 4.65954 -2.87115 -2.80851
H 6.06017 -3.29572 -1.80420
H 4.52885 -2.86357 -1.04462
H 6.35909 -1.02936 -2.68897
H 6.13793 -0.94008 -0.94200
H 2.97416 -1.22756 -1.29828
H 2.82642 0.48137 -1.68195
H 4.45182 -0.69669 0.64767
H 2.93361 0.19081 0.74155
H 4.41824 1.01700 0.21417
C -0.92673 -2.12531 3.16046
C 0.03990 -1.03460 2.72700
O 0.77417 -1.34642 1.55965
C 0.01217 -1.54993 0.37829
C -0.79628 -0.33720 -0.04409
H -0.40830 -3.08192 3.24556
H -1.35756 -1.87281 4.13097
H -1.74995 -2.24429 2.45471
H 0.79532 -0.88149 3.49922
H -0.49561 -0.08550 2.60757
H -0.63869 -2.42594 0.48649
H 0.74725 -1.79303 -0.38903
H -1.60008 -0.11825 0.66249
H -1.24825 -0.51050 -1.02125
H -0.15728 0.54437 -0.11140
C -5.86640 0.51224 3.35922
C -4.91399 1.61793 2.93837
O -4.18316 1.33035 1.76012
C -4.95224 1.12854 0.58714
C -5.77800 2.33464 0.17291
H -5.34262 -0.44260 3.42180
H -6.29510 0.73196 4.33739
H -6.69513 0.39316 2.65966
H -4.15339 1.76276 3.70685
H -5.45123 2.56888 2.83891
H -5.59335 0.24557 0.69500
H -4.22212 0.89871 -0.18909
H -6.58281 2.54468 0.87957
H -6.23203 2.15376 -0.80202
H -5.14564 3.22067 0.10337
C 7.40513 2.67811 -1.86097
C 7.64482 2.08937 -3.24215
O 6.94697 2.74919 -4.27347
C 7.25812 4.10657 -4.48693
C 8.70184 4.35398 -4.90006
H 6.33317 2.74436 -1.67027
H 7.85701 2.03755 -1.10114
H 7.83805 3.67513 -1.75525
H 7.26645 1.06781 -3.26918
H 8.72156 2.04522 -3.45861
H 7.01087 4.70920 -3.60316
H 6.58432 4.42155 -5.28395
H 9.40387 4.13466 -4.09322
H 8.83455 5.40080 -5.17936
H 8.96140 3.72849 -5.75571
C -9.41174 -2.85572 6.07081
C -8.54561 -2.58454 4.85192
O -7.36050 -1.86391 5.13564
C -6.44917 -2.49099 6.02014
C -5.91381 -3.82031 5.51556
H -9.61470 -1.92755 6.60711
H -10.36128 -3.29304 5.75941
H -8.93894 -3.55293 6.76402
H -9.08875 -1.95766 4.14408
H -8.31328 -3.52292 4.33499
H -6.89555 -2.61185 7.01439
H -5.62967 -1.77873 6.12324
H -6.68637 -4.59010 5.48410
H -5.12179 -4.17465 6.17642
H -5.50386 -3.70815 4.51085
*
```

## Properties
F_max, Eh/bohr: 0.0167
Total energy, a.u.: -1893.64856
Kohn-Sham gap, Ha: 0.264

Entry 3:
The following is a quantum chemistry calculation of C14H21NO3Si in the gas phase at a distorted geometry, from the OMol25 dataset.

Structure (ORCA input):
```
! RIJCOSX wB97M-V def2-TZVPD def2/J DEFGRID3
* xyz 0 1
C -3.08145 1.11282 -5.03638
C -3.89677 0.50670 -3.84275
C -3.12297 0.29001 -2.52847
C -2.41144 -0.84566 -2.30650
C -1.42702 -0.98311 -1.35992
C -1.18371 0.04672 -0.39536
Si 0.24269 -0.10636 0.82791
O 1.51555 -0.92695 0.11092
C 2.88763 -0.47055 0.15666
C 3.57578 -0.80211 1.41090
N 2.83606 -0.45855 2.60429
C 2.58279 1.04715 2.90797
C 1.20035 1.50489 2.59682
O 0.90526 1.39116 1.21970
C 2.01626 -1.47769 3.26887
C 0.69131 -1.92437 2.58152
O -0.14350 -0.76517 2.28636
C -1.98426 1.18590 -0.61366
C -2.89406 1.34546 -1.62830
H -2.00248 1.16791 -4.77284
H -3.48655 2.10092 -5.24422
H -3.04643 0.55733 -5.98560
H -4.15125 -0.55999 -4.20508
H -4.84083 1.00272 -3.61468
H -2.54028 -1.62559 -3.02681
H -0.69358 -1.78171 -1.35890
H 3.36629 -1.00588 -0.64813
H 3.00621 0.60508 -0.03120
H 4.55931 -0.33427 1.49211
H 3.86569 -1.85668 1.61720
H 2.74140 1.14227 4.00346
H 3.36704 1.67685 2.34585
H 1.10941 2.54346 2.86323
H 0.55866 0.82458 3.19496
H 1.70114 -0.96909 4.19145
H 2.57241 -2.31942 3.74373
H -0.00426 -2.52533 3.18000
H 0.87746 -2.58388 1.68785
H -1.87073 1.98786 0.07460
H -3.39714 2.28257 -1.76753
*
```

## Properties
Relative energy (zero: lowest compared OMol25 entry of this formula, charge and spin), kcal per mole: 0.00
F_max, Eh/bohr: 0.0588
Total energy, a.u.: -1116.09887
Kohn-Sham gap, Ha: 0.337

Entry 4:
The following is a quantum chemistry calculation of 2 unconnected molecules or ions with the total composition C4H10O at a distorted geometry, from the OMol25 dataset.

Structure (ORCA input):
```
! RIJCOSX wB97M-V def2-TZVPD def2/J DEFGRID3
* xyz 0 1
C 0.42971 -1.77407 -1.06555
C -0.28790 -1.07036 0.04653
C -1.01545 0.04837 -0.06210
C -1.49453 0.85987 1.08933
H 0.90532 -2.67685 -0.66008
H 1.25314 -1.16713 -1.43963
H -0.23208 -2.11167 -1.86329
H -0.05974 -1.29924 1.07513
H -1.43868 0.23802 -1.03911
H -1.12960 0.45018 2.02598
H -1.06457 1.86716 1.04007
H -2.57478 0.99274 1.08857
O 1.82286 1.63144 -0.02561
H 1.33160 0.84773 0.26022
H 2.72321 1.48855 0.28135
*
```

## Properties
Relative energy (zero: lowest compared OMol25 entry of this formula, charge and spin), kcal per mole: 21.15
F_max, Eh/bohr: 0.0312
Total energy, a.u.: -233.61124
Kohn-Sham gap, Ha: 0.379

Entry 5:
The following is a quantum chemistry calculation of a molecular structure, C29H48BF2N3P2PtS, from the OMol25 dataset.

Structure (ORCA input):
```
! RIJCOSX wB97M-V def2-TZVPD def2/J DEFGRID3
* xyz 0 1
Pt 0.35231 -0.61596 0.42576
C 3.50323 0.18393 -2.16902
C 3.73716 -0.64729 -0.90585
C 5.21108 -0.66299 -0.50917
P 2.51199 -0.13688 0.37380
C 3.24256 -0.62917 2.00474
C 2.46494 -0.02316 3.17229
C 3.32877 -2.14739 2.15356
C 2.51357 1.66582 0.52699
C 3.68107 2.39967 0.76004
C 3.65274 3.75042 1.04574
C 4.91072 4.54236 1.27858
C 2.39338 4.35633 1.12882
C 1.23120 3.65692 0.89900
C 1.25568 2.28910 0.55544
N 0.11621 1.53369 0.32547
C -0.91968 2.08005 -0.39457
C -0.70459 3.17964 -1.26464
C -1.71491 3.78375 -1.97406
C -3.03383 3.33538 -1.90104
C -4.15089 3.99594 -2.66449
C -3.25236 2.21737 -1.12350
C -2.24636 1.56884 -0.39342
P -2.78550 0.05387 0.39968
C -4.35269 0.35140 1.32663
C -4.14897 1.55274 2.25545
C -5.68781 0.43392 0.58909
C -3.00343 -1.20252 -0.92912
C -3.53435 -2.51210 -0.34706
C -3.77791 -0.77640 -2.17562
H 4.04830 -0.24951 -3.00921
H 3.84640 1.21019 -2.02768
H 2.44416 0.21977 -2.43284
H 3.43336 -1.67538 -1.13186
H 5.58940 0.33693 -0.29436
H 5.79348 -1.05470 -1.34602
H 5.40847 -1.29590 0.35465
H 4.25171 -0.20223 2.00046
H 1.43788 -0.39356 3.20301
H 2.42486 1.06538 3.12047
H 2.95208 -0.30283 4.11012
H 2.32982 -2.57838 2.19642
H 3.84915 -2.40139 3.07994
H 3.86213 -2.62812 1.33046
H 4.64066 1.89429 0.74666
H 5.77076 3.88448 1.40549
H 4.82897 5.16420 2.17157
H 5.12423 5.20695 0.43815
H 2.32996 5.40681 1.39352
H 0.27573 4.15626 0.99245
H 0.30360 3.54984 -1.37914
H -1.47288 4.62125 -2.62020
H -3.82689 4.94986 -3.08008
H -5.01231 4.18894 -2.02262
H -4.49473 3.37460 -3.49494
H -4.25711 1.81332 -1.09256
H -4.37544 -0.54948 1.94983
H -4.09565 2.47924 1.68096
H -3.23656 1.45457 2.84687
H -4.99325 1.62464 2.94385
H -5.81859 1.38534 0.07414
H -6.48929 0.36023 1.32698
H -5.83087 -0.37345 -0.12681
H -1.95929 -1.35557 -1.23096
H -4.56819 -2.40408 -0.00951
H -2.93071 -2.84952 0.49471
H -3.51390 -3.28603 -1.11572
H -4.84352 -0.65097 -1.98457
H -3.67157 -1.56104 -2.92716
H -3.39068 0.14542 -2.60580
F 0.52906 -3.11042 -1.07041
B 0.58002 -2.59707 0.18049
F 0.69744 -3.56930 1.10602
C -0.06905 2.48644 5.62438
N -0.31911 1.09225 5.93691
C -1.03784 0.32218 5.11679
S -1.55856 -0.66342 1.80767
N -1.16986 -0.94614 5.53375
C -0.58993 -1.54795 6.72163
H -0.65337 3.15574 6.26037
H -0.35188 2.64668 4.58689
H 0.98931 2.72470 5.74462
H 0.05631 0.76487 6.82038
H -1.65958 -1.55662 4.90464
H -0.98617 -1.09637 7.63578
H 0.49991 -1.44872 6.72945
H -0.82853 -2.60854 6.74084
*
```

## Properties
Relative energy (zero: lowest compared OMol25 entry of this formula, charge and spin), kcal per mole: 3.59
F_max, Eh/bohr: 0.0110
Total energy, a.u.: -2723.07943
Kohn-Sham gap, Ha: 0.265

Entry 6:
The following is a quantum chemistry calculation of a molecular structure, C4H6LaMgO4 at a distorted geometry, from the OMol25 dataset.

Structure (ORCA input):
```
! RIJCOSX wB97M-V def2-TZVPD def2/J DEFGRID3
* xyz 1 1
O 4.43065 0.93477 1.54786
Mg 3.38079 0.45446 0.08203
O 0.73510 1.98340 -0.23468
C 1.28614 0.96816 0.45943
C 0.52194 -0.13343 0.71213
O -0.82928 -0.11012 0.31779
C -1.31121 -1.11315 -0.58625
C -2.60508 -0.56118 -1.18571
O -2.43234 0.73129 -1.67184
La -1.33081 2.00702 -0.82299
H 3.98222 1.40072 2.34675
H 0.80638 -0.99452 1.31974
H -1.46344 -2.06203 -0.05079
H -0.55460 -1.26547 -1.37490
H -3.38856 -0.59447 -0.39928
H -2.92528 -1.26496 -1.97950
*
```

## Properties
Relative energy (zero: lowest compared OMol25 entry of this formula, charge and spin), kcal per mole: 0.00
F_max, Eh/bohr: 0.1706
Total energy, a.u.: -688.36907
Kohn-Sham gap, Ha: 0.254